DFT (wB97M-V/def2-TZVPD) results for a 5-piece molecular cluster, C15H42N8O7 overall.

Structure (XYZ):
```
72
Properties=species:S:1:pos:R:3:forces:R:3:lowdin_charge:R:1
O 2.226 1.470 1.717 -0.45 -0.24 -0.05 -0.21
O -2.894 -0.168 5.623 0.45 -0.07 -0.21 -0.17
O 2.505 -0.017 -1.740 -0.68 0.21 -0.32 -0.02
O -0.895 3.074 -2.461 -0.35 0.05 0.12 -0.20
O -0.447 -3.208 0.212 -0.44 -0.13 -0.08 -0.01
O 2.226 -2.394 -5.038 -0.09 0.09 -0.32 0.00
O -3.314 0.219 -0.512 -0.21 0.19 -0.43 -0.20
N -1.057 -3.192 2.414 0.09 -0.84 -0.33 0.17
N 0.203 -4.907 1.542 -0.16 -0.46 -0.09 0.15
N 2.931 -0.290 -4.711 -0.13 0.16 -0.76 0.17
N 1.357 -1.971 -2.018 -0.32 0.69 0.30 0.19
N -2.252 -0.269 1.982 0.05 0.02 0.87 -0.06
N 2.460 2.917 -1.070 -0.94 0.18 0.05 -0.05
N 3.391 -1.396 -6.699 0.02 -0.33 -0.35 0.15
N 1.281 -0.860 -0.023 -0.18 0.47 0.15 0.20
C -2.189 0.263 3.343 0.38 -0.40 0.60 -0.20
C 1.000 2.805 -1.062 0.03 0.26 -0.80 -0.20
C 2.583 0.692 2.828 0.07 -0.30 0.82 -0.12
C -3.753 -0.884 6.464 -0.84 -0.24 0.41 -0.13
C -0.505 -3.762 1.307 1.04 0.92 0.30 -0.65
C 3.344 2.024 1.081 1.48 0.88 -0.24 -0.24
C -1.599 2.653 -3.602 0.71 -0.28 -0.40 -0.12
C 1.700 -0.858 -1.311 1.41 -1.28 0.21 -0.63
C 0.462 2.679 -2.484 0.14 -0.36 0.03 -0.23
C -1.903 0.264 -0.364 -0.03 -0.24 0.46 -0.21
C -3.694 -0.404 -1.731 0.43 -0.86 0.75 -0.09
C 2.783 -1.390 -5.488 0.00 -0.31 1.62 -0.68
C -2.982 -0.614 4.291 -1.01 0.08 -0.40 -0.25
C -1.644 0.686 1.069 -0.27 0.74 -0.69 -0.20
C 3.019 3.255 0.237 0.13 -0.86 -0.21 -0.19
H 0.125 -5.433 2.394 -0.09 0.02 -0.01 0.09
H 3.885 1.324 0.427 -0.41 -0.38 0.06 0.13
H 3.082 1.298 3.593 0.20 0.03 -0.17 0.09
H 3.957 3.787 0.060 0.06 0.00 0.19 0.11
H 0.560 -5.390 0.737 -0.04 0.03 -0.04 0.11
H 0.560 3.725 -0.672 0.04 -0.10 0.31 0.13
H 2.365 3.909 0.816 -0.14 0.10 -0.23 0.12
H 1.035 3.283 -3.197 0.01 0.14 0.11 0.12
H 1.702 0.285 3.329 -0.26 0.13 -0.39 0.08
H -3.237 -0.375 1.759 0.08 0.05 -0.39 0.12
H 1.611 -0.113 0.563 -0.04 0.20 0.05 0.06
H -4.043 -0.581 3.986 0.03 -0.03 -0.06 0.13
H -2.062 1.695 1.196 -0.06 0.00 0.15 0.13
H 0.631 1.922 -0.530 -0.02 0.21 0.41 0.09
H 2.447 -0.271 -3.826 0.30 0.29 0.27 0.06
H -3.908 -1.924 6.151 0.45 -0.07 -0.01 0.08
H 2.774 1.997 -1.371 0.37 0.11 0.15 0.07
H -1.530 0.954 -1.123 0.48 0.10 0.21 0.11
H 0.760 -1.628 0.372 -0.11 0.01 -0.21 0.07
H 3.206 -2.254 -7.188 0.11 0.19 -0.38 0.10
H -1.449 -2.258 2.379 -0.16 0.14 -0.22 0.06
H -4.778 -0.395 -1.800 -0.02 0.06 0.01 0.09
H -3.252 0.018 -2.639 0.06 0.36 0.19 0.07
H 1.758 -2.135 -2.931 -0.22 -0.16 -0.10 0.07
H 0.720 -2.609 -1.567 0.01 -0.24 -0.33 0.07
H -4.774 -0.477 6.495 0.14 0.32 -0.18 0.09
H -1.631 1.556 -3.655 -0.22 0.00 0.12 0.07
H -2.600 3.073 -3.605 -0.03 0.03 0.16 0.09
H -1.427 -0.722 -0.452 -0.32 -0.10 -0.49 0.10
H 0.548 1.630 -2.805 -0.05 0.04 -0.07 0.11
H -2.690 -1.669 4.199 0.21 0.04 0.12 0.11
H 3.420 0.518 -5.049 -0.05 0.11 0.21 0.10
H 3.218 -0.165 2.576 0.12 0.13 -0.18 0.10
H -1.064 2.961 -4.512 -0.17 0.19 -0.03 0.09
H -2.543 1.298 3.408 -0.01 0.02 0.04 0.13
H -1.000 -3.740 3.251 -0.23 0.43 0.29 0.09
H -3.325 -1.434 -1.632 -0.31 -0.11 -0.51 0.09
H -1.153 0.236 3.699 0.06 0.22 -0.19 0.12
H 4.114 2.325 1.811 -0.33 -0.01 0.29 0.12
H -3.376 -0.862 7.485 0.19 0.00 -0.06 0.09
H -0.577 0.778 1.273 0.08 -0.19 -0.06 0.10
H 3.598 -0.554 -7.201 -0.04 -0.02 -0.09 0.09
```
Positions in Å, forces in eV/Å.

Calculated values
HOMO in Eh: -0.30174
SMILES: COCCNCCOC.COCCNCCOC.NC(N)=O.NC(N)=O.NC(N)=O
Molar mass in g mol⁻¹: 446.55
ΔE to the lowest compared entry with this formula, charge and spin in kJ/mol: 0.00



DFT (wB97M-V/def2-TZVPD) results for an isolated ion of composition C8H13OS and charge +1.

Structure (XYZ):
```
23
Properties=species:S:1:pos:R:3:forces:R:3:lowdin_charge:R:1
S -1.569 -2.800 -0.854 0.30 1.60 0.56 1.25
O 0.041 -0.851 -1.216 0.07 -0.98 -0.31 0.13
C -0.929 1.612 0.532 -2.54 -1.39 -3.09 -0.01
C 1.397 0.873 0.214 -1.64 0.32 0.63 -0.02
C -0.456 -1.905 -1.753 0.01 -2.45 -0.85 -0.58
C 0.104 -2.473 -2.971 0.24 -3.93 0.28 -0.03
C -1.347 -1.610 0.420 -0.95 -0.86 -0.20 -0.22
C 0.266 0.048 2.220 1.98 0.85 0.36 -0.03
C 0.021 0.457 0.766 1.82 0.54 0.32 -0.56
C -0.412 -0.741 0.047 -0.99 1.53 1.06 -0.33
H -2.049 1.283 0.517 1.89 0.84 0.80 0.13
H -0.690 -0.125 2.725 0.54 -0.69 0.29 0.09
H 1.685 1.849 0.453 0.11 1.59 1.30 0.09
H -2.038 -1.477 1.259 0.66 -0.47 -0.24 0.13
H 0.971 -3.288 -2.743 -1.93 1.94 -0.08 0.18
H 0.576 -1.738 -3.537 0.42 1.14 -1.45 0.07
H 1.370 0.983 -0.809 0.09 -0.45 -2.52 0.07
H 1.169 -0.722 2.249 -2.54 1.01 0.25 0.15
H -0.820 1.978 -0.541 0.09 -0.51 1.06 0.12
H 0.732 0.950 2.693 -0.57 -0.66 -0.10 0.11
H -0.711 -3.114 -3.460 1.29 1.24 0.15 0.13
H -0.670 2.446 1.100 -0.05 1.26 1.41 0.07
H 2.138 0.240 0.553 1.69 -1.49 0.36 0.07
```
Positions in Å, forces in eV/Å.

Calculated values
Net charge: +1
HOMO in Eh: -0.52221
Molar mass in g mol⁻¹: 157.26
ΔE to the lowest compared entry with this formula, charge and spin in kJ/mol: 0.00



DFT (wB97M-V/def2-TZVPD) results for C28H26B2Br36O4 as an isolated structure.

Structure (XYZ):
```
96
Properties=species:S:1:pos:R:3:forces:R:3:lowdin_charge:R:1
Br 7.832 -0.168 -6.681 -0.03 0.02 0.00 0.57
Br -2.387 6.568 -9.185 -0.02 0.01 0.03 0.58
Br 1.762 3.827 -2.390 0.03 0.05 -0.02 0.59
Br -4.610 5.644 7.766 -0.07 0.05 0.03 0.55
Br 0.512 -1.085 9.352 0.00 0.03 0.04 0.56
Br 5.753 6.657 2.931 0.00 -0.08 0.00 0.56
Br -3.108 1.088 1.889 0.05 0.01 -0.02 0.60
Br 2.454 1.994 -4.908 -0.04 0.12 -0.07 0.60
Br 6.531 2.568 -5.698 -0.01 -0.04 -0.03 0.56
Br 1.835 1.737 10.045 -0.01 -0.07 -0.02 0.56
Br 0.588 -7.286 4.636 -0.01 -0.01 -0.04 0.57
Br -1.108 3.549 2.205 -0.01 0.07 0.06 0.61
Br -5.196 0.500 -5.275 0.03 0.16 0.05 0.59
Br -1.306 1.351 10.325 0.09 -0.10 0.06 0.55
Br -2.366 0.651 -3.847 0.00 -0.08 0.14 0.62
Br -6.650 5.715 10.212 0.01 -0.03 -0.04 0.58
Br -4.316 3.158 -3.724 -0.04 -0.01 -0.06 0.57
Br 0.222 4.390 6.475 0.01 -0.11 -0.04 0.58
Br -3.867 8.835 -7.508 0.01 -0.04 -0.01 0.58
Br 5.134 1.520 7.714 -0.01 0.02 -0.05 0.56
Br -0.226 3.721 -4.881 -0.02 0.18 -0.07 0.57
Br 0.368 1.206 6.311 0.00 0.01 -0.01 0.59
Br -0.886 1.654 -0.322 -0.17 -0.14 0.02 0.65
Br -1.126 -7.137 1.960 0.04 0.00 0.02 0.59
Br -6.538 5.057 -7.674 -0.30 -0.07 -0.17 0.55
Br -8.519 5.121 -5.180 0.01 -0.01 -0.03 0.58
Br 1.605 -8.799 2.028 -0.08 0.00 0.20 0.61
Br 4.583 3.774 5.528 0.00 0.00 0.00 0.55
Br 4.679 4.278 1.104 -0.02 0.00 0.02 0.55
Br 7.430 3.957 2.664 -0.02 0.04 0.00 0.56
Br 4.992 0.737 -7.801 0.01 0.02 0.06 0.56
Br -8.220 2.463 -6.907 -0.09 0.01 -0.06 0.56
Br -3.460 5.942 -6.260 0.33 0.03 0.20 0.51
Br 4.365 0.706 4.730 -0.02 0.02 0.02 0.56
Br -2.376 2.637 7.019 -0.05 0.01 -0.18 0.54
Br -6.654 3.245 8.198 0.03 0.02 0.01 0.56
O 2.345 0.290 -1.811 -0.56 -0.49 -0.18 0.10
O -0.311 -0.848 -1.996 0.32 0.51 0.06 -0.01
O 2.855 -7.071 -3.114 0.22 0.31 0.55 0.13
O -0.497 -5.724 -2.981 0.34 -0.32 -0.02 0.14
C -1.559 -4.113 -1.644 -0.07 0.11 0.18 -0.08
C 1.019 -2.804 -1.623 0.21 -0.28 0.03 -0.02
C -5.590 4.604 9.052 0.02 0.01 -0.01 -1.66
C 6.233 5.182 1.788 0.02 -0.03 0.02 -1.64
C -2.601 -2.110 -0.824 -0.43 0.36 0.15 -0.01
C 1.059 2.759 -3.832 -0.07 -0.32 0.08 -1.64
C -2.727 -4.820 -1.399 0.14 0.00 -0.24 0.00
C -0.725 2.768 6.046 0.00 0.02 0.03 -1.61
C 2.077 -4.978 -1.858 0.13 -0.86 -0.54 -0.03
C 2.249 -2.233 -1.281 0.35 0.71 -0.29 -0.02
C -0.244 -2.013 -1.682 -0.39 -0.25 0.00 -0.26
C -1.499 -2.753 -1.358 0.25 -0.26 0.03 -0.08
C 2.937 -0.404 0.599 -0.20 -0.04 -0.53 0.01
C -0.368 -4.771 -2.247 -0.49 0.09 -0.08 -0.28
C -7.345 4.043 -6.257 0.06 -0.01 0.04 -1.65
C 1.070 -7.460 -1.263 0.55 0.70 -0.10 -0.03
C 0.943 -4.180 -1.904 0.19 0.64 0.36 -0.04
C -2.732 7.283 -7.432 -0.01 -0.01 -0.02 -1.63
C 3.382 -3.048 -1.256 -0.15 -0.28 0.02 -0.01
C 4.143 2.004 6.135 0.00 0.02 -0.01 -1.65
C -2.075 2.429 0.973 0.11 0.05 0.01 -1.60
C -3.730 1.642 -4.766 0.15 -0.12 -0.07 -1.61
C 6.196 0.771 -6.300 0.00 0.01 0.01 -1.66
C 0.416 0.498 10.444 0.01 0.06 0.00 -1.63
C 3.303 -4.399 -1.551 -0.17 0.28 0.00 0.00
C -3.829 -4.170 -0.868 0.11 -0.22 -0.03 -0.05
C -3.768 -2.814 -0.569 0.10 -0.35 -0.20 -0.05
C 0.068 -8.204 3.027 0.03 0.00 0.01 -1.63
B 2.478 -0.705 -0.882 -0.17 -0.01 0.23 -0.47
B 2.023 -6.549 -2.129 -0.75 0.13 -0.30 -0.43
H -1.785 7.595 -7.018 0.00 0.00 -0.01 -0.03
H 2.201 -0.788 1.304 0.04 0.01 0.20 0.08
H 0.560 -6.827 -0.540 -0.14 -0.19 0.21 0.02
H 5.709 0.248 -5.489 -0.01 0.00 0.01 -0.03
H -4.727 -4.749 -0.705 -0.14 0.12 0.11 0.11
H -4.639 -2.318 -0.169 -0.01 0.13 0.09 0.11
H -0.973 2.804 4.995 -0.01 0.01 0.00 -0.10
H 4.345 -2.621 -1.010 0.06 0.06 0.08 0.12
H 1.872 1.048 -1.454 0.60 0.44 0.14 0.03
H 0.548 0.180 11.468 0.00 0.01 0.01 -0.03
H -6.543 3.713 -5.614 0.04 -0.03 0.08 -0.10
H 0.324 -7.940 -1.889 0.09 -0.29 -0.03 0.08
H 3.659 -7.432 -2.728 0.04 -0.35 -0.29 0.10
H 3.142 0.649 0.778 -0.06 0.10 0.14 0.06
H 1.677 -8.184 -0.720 -0.18 -0.26 -0.06 0.01
H -2.770 3.062 0.439 0.00 0.01 -0.01 -0.03
H 6.764 5.595 0.943 -0.01 0.02 -0.01 -0.03
H -2.750 -5.869 -1.660 -0.10 -0.07 0.02 0.12
H -2.576 -1.053 -0.593 0.21 0.08 -0.11 0.08
H 3.096 2.006 6.402 -0.03 0.01 0.02 -0.11
H 3.863 -0.964 0.754 0.04 -0.06 0.18 0.07
H -0.476 -9.088 3.325 0.00 -0.01 0.00 -0.03
H -4.865 4.097 9.672 0.00 0.00 0.01 -0.04
H 0.521 1.938 -3.374 0.02 -0.05 -0.03 -0.07
H -3.291 2.030 -5.675 -0.03 0.04 0.01 -0.03
H 4.194 -5.012 -1.532 0.10 0.00 -0.02 0.12
```
Positions in Å, forces in eV/Å.

Calculated values
HOMO in Eh: -0.35504
Molar mass in g mol⁻¹: 3324.68



DFT (wB97M-V/def2-TZVPD) results for C6H8O2 in the gas phase.

Structure (XYZ):
```
16
Properties=species:S:1:pos:R:3:forces:R:3:lowdin_charge:R:1
O -2.255 0.639 -0.941 -0.20 1.34 0.80 0.03
O 1.532 1.926 0.011 -0.36 -1.03 0.41 0.05
C -1.064 1.137 -0.250 -1.18 0.06 1.36 -0.16
C 0.408 1.271 -0.575 -0.62 0.67 -1.95 -0.32
C -1.306 -0.350 -0.660 5.76 2.27 -0.07 -0.22
C -0.509 -1.250 0.358 -0.92 -3.06 -0.58 -0.13
C 1.006 -0.830 0.372 0.97 -0.90 -1.47 -0.18
C 0.968 0.621 0.529 -0.35 1.93 4.23 -0.28
H 0.395 0.900 1.549 1.62 -0.68 -2.16 0.19
H -0.844 -1.349 1.470 0.11 -0.02 -2.25 0.14
H -1.121 1.605 0.812 -1.35 -1.28 -1.85 0.17
H 1.418 -1.429 1.170 0.48 0.02 0.22 0.11
H -0.500 -0.226 -1.525 -2.49 -2.03 0.82 0.15
H -0.324 -2.288 -0.241 -1.26 1.80 2.11 0.15
H 0.714 0.756 -1.468 0.20 0.63 -0.74 0.14
H 1.482 -1.132 -0.611 -0.39 0.26 1.13 0.14
```
Positions in Å, forces in eV/Å.

Calculated values
HOMO in Eh: -0.33358
SMILES: C1C[C@H]2O[C@@H]2[C@H]2O[C@H]12
Molar mass in g mol⁻¹: 112.13
ΔE to the lowest compared entry with this formula, charge and spin in kJ/mol: 825.52



Q: Which value of HOMO does entry 3 give?
A: -0.35504 Eh



Q: Look up the molar mass of the fourth one.
A: 112.13 g mol⁻¹



Q: The lowest HOMO belongs to which entry?
A: C8H13OS



Q: Among the records above, which one has the highest molar mass?
A: C28H26B2Br36O4